This record from the OMol25 dataset describes a 5-piece molecular cluster, C32H33BN4O14S overall at a distorted geometry. The level of theory is ωB97M-V/def2-TZVPD.

Last column: Mulliken charge in e.
Atoms and positions in Å:
S 1.979321 -1.512640 6.483562  1.075
O -5.376300 -0.485100 -4.486331  -0.593
O 1.488656 -2.724972 5.419336  -0.397
O 5.555429 5.002319 7.289811  -0.562
O -5.121110 -2.568465 -10.219718  -0.602
O -0.598133 1.697371 5.328248  -0.496
O -5.450008 -4.659122 -9.736375  -0.592
O 1.061254 -1.402479 0.880982  -0.610
O -0.156246 2.809162 3.150721  -0.590
O -3.719504 -0.418425 -3.084576  -0.672
O 1.049033 -1.099527 7.601763  -0.576
O 1.925548 -0.188919 5.397654  -0.420
O 5.357907 5.396690 5.163586  -0.594
O 3.306878 -1.836060 7.134743  -0.552
O 1.269541 -3.524764 1.298664  -0.646
N 5.802742 5.652007 6.279326  0.966
N 0.657160 -2.562538 0.844965  1.145
N -4.192604 -0.623930 -4.199317  1.001
N -5.810197 -3.488670 -9.788321  1.024
C -7.618955 -1.851312 -9.383206  -0.087
C 1.625890 -0.534542 4.001569  1.364
C -1.145527 -4.114383 0.170233  -0.356
C 1.083224 -2.071092 4.154645  -0.536
C 7.250280 7.110544 7.655206  -0.287
C 6.693484 6.808126 6.411653  0.073
C 6.984160 7.586526 5.290704  -0.268
C 5.345543 2.218955 5.005778  -0.223
C 7.847657 8.671107 5.417108  -0.455
C -9.250424 -3.870893 -8.353231  -0.450
C -0.640287 -2.814103 0.213669  0.092
C 0.406655 0.214739 3.248424  -0.701
C -8.907071 -1.554194 -8.947106  -0.528
C 8.414194 8.971054 6.653574  -0.368
C -7.964739 -4.178632 -8.789379  -0.346
C -3.077897 -3.296727 -1.020615  -0.454
C 5.302593 1.057643 4.363514  0.098
C -2.369121 -4.351475 -0.449617  -0.511
C -3.279217 -1.060010 -5.258626  -0.029
C -3.769223 -1.268728 -6.548829  -0.453
C 4.219846 -1.222996 3.531113  -0.645
C -1.541780 -1.844018 -7.274756  -0.533
C -1.927516 -1.250550 -4.968501  -0.175
C -7.156354 -3.166028 -9.307219  -0.029
C 8.114785 8.195421 7.770824  -0.450
C -1.351537 -1.751786 -0.347855  -0.214
C 2.861898 -0.571958 2.944077  -0.662
C -2.573041 -1.999636 -0.967976  -0.686
C -1.059746 -1.644471 -5.983259  -0.491
C -9.720657 -2.562537 -8.436455  -0.380
C -2.893110 -1.659778 -7.557219  -0.271
C 5.523222 -0.250686 3.412230  -0.461
B -0.118122 1.578696 3.967018  0.720
H 6.552241 7.362196 4.320435  0.416
H 9.093909 9.813754 6.746758  0.364
H 4.476332 -2.162281 2.883368  0.301
H -9.278904 -0.535907 -9.008005  0.374
H -0.860089 -2.143937 -8.066008  0.388
H 0.032091 3.594556 3.720414  0.283
H 2.515027 -1.271656 2.069074  0.154
H -0.602411 -4.946010 0.608196  0.465
H -2.769703 -5.359711 -0.491537  0.385
H -3.131285 -1.182087 -1.413532  0.571
H 0.773590 0.514219 2.187337  0.122
H 8.082754 9.281382 4.550514  0.360
H -4.029143 -3.486999 -1.510530  0.409
H -6.995741 -1.055694 -9.779013  0.447
H -3.263118 -1.818404 -8.565882  0.382
H -0.969765 -0.736131 -0.314086  0.459
H 8.558490 8.435243 8.732337  0.362
H -0.533265 -0.454797 3.084560  0.121
H -10.727570 -2.327595 -8.102241  0.369
H 1.387379 -2.820170 3.313572  0.091
H -9.888550 -4.651923 -7.951425  0.369
H -0.844175 2.655658 5.446214  0.265
H 5.776875 0.043365 2.327056  0.294
H 6.442394 -0.844390 3.813609  0.335
H 3.041787 0.472166 2.473314  0.526
H -7.612272 -5.203049 -8.721657  0.431
H 5.718961 3.220791 5.455667  -0.041
H 4.118839 -1.633555 4.616656  0.188
H 7.025730 6.514569 8.534078  0.423
H -4.819826 -1.128786 -6.783146  0.547
H -1.537722 -1.095526 -3.967191  0.471
H -0.005788 -1.792589 -5.768840  0.382
H -0.065531 -2.240917 4.183713  0.378

Forces on the atoms, in the same order (eV/Å):
S 0.48 1.25 4.81
O 0.95 -0.13 0.30
O 1.23 3.10 0.86
O 0.20 0.46 -0.81
O -0.43 -0.59 0.34
O 0.81 0.91 -2.65
O -0.25 0.92 -0.03
O -0.70 -1.25 -0.65
O 0.73 -1.50 2.04
O -0.48 0.10 -1.09
O 1.52 -1.58 -4.21
O 0.18 -1.65 -0.38
O 0.34 0.26 0.79
O -3.26 0.60 -3.63
O -0.30 0.69 -0.36
N -0.46 -0.43 0.07
N 0.26 0.04 -0.07
N -0.64 0.23 0.26
N 0.67 -0.31 -0.23
C 0.03 0.05 -0.02
C -0.81 -2.91 -1.53
C 0.05 -0.12 0.04
C -1.44 -2.03 -0.86
C -0.01 -0.05 0.06
C 0.56 0.71 0.08
C -0.02 -0.01 -0.08
C 0.97 -6.14 -3.76
C -0.04 -0.15 0.26
C 0.16 0.24 -0.11
C -0.75 -0.12 -0.35
C -0.26 0.86 -0.13
C 0.08 -0.27 0.03
C -0.03 -0.04 -0.01
C 0.01 -0.09 0.00
C 0.12 -0.01 0.05
C 1.36 5.75 2.18
C 0.09 0.27 -0.02
C 0.56 -0.24 -0.61
C -0.05 0.01 -0.02
C 0.68 -0.50 -0.60
C -0.02 0.02 0.08
C 0.04 0.02 0.08
C -0.83 0.21 0.27
C -0.11 -0.04 -0.27
C 0.05 0.00 0.02
C 0.49 -0.53 0.25
C 0.09 -0.10 0.25
C -0.28 0.03 -0.09
C 0.05 -0.02 -0.02
C 0.10 0.03 0.19
C -0.67 0.30 1.83
B -0.61 2.00 0.62
H -0.02 -0.13 0.26
H -0.11 -0.12 -0.01
H -0.49 1.63 1.12
H 0.11 -0.14 0.00
H -0.11 0.03 0.12
H -0.44 -0.86 -0.76
H 0.72 1.77 2.15
H 0.05 0.27 -0.03
H 0.11 0.13 0.04
H 0.26 -0.33 0.35
H -0.64 -0.49 2.01
H -0.07 -0.12 0.10
H 0.12 0.05 0.08
H 0.04 -0.28 0.02
H -0.01 0.02 0.16
H 0.08 -0.23 0.09
H -0.10 -0.08 -0.13
H 1.78 0.88 0.46
H 0.15 -0.03 -0.04
H 0.11 1.69 1.58
H 0.14 0.08 -0.07
H 0.21 -1.54 0.08
H -0.72 -0.19 1.79
H -1.63 1.24 -0.54
H -0.22 -1.60 1.07
H 0.12 0.25 -0.11
H -1.41 -2.47 -0.91
H 0.19 1.05 -1.84
H -0.08 -0.03 -0.28
H 0.15 0.04 0.23
H -0.25 0.03 -0.11
H -0.17 0.03 0.02
H 1.71 1.17 -0.06

Output
- SMILES = C#CCCC[C@@]1(CB(O)O)COS(=O)(=O)O1.O=[N+]([O-])c1ccccc1.O=[N+]([O-])c1ccccc1.O=[N+]([O-])c1ccccc1.O=[N+]([O-])c1ccccc1
- HOMO energy (Eh) = -0.32651
- E_tot (eV) = -79840.4526
- HOMO-LUMO gap (eV) = 7.81
- LUMO (eV) = -1.07